{"formula": "C2H5N5", "method": "ωB97M-V with the def2-TZVPD basis set", "smiles": "N/N=c1\\[nH]cn[nH]1", "e_above_lowest_ev": 1.933, "largest_force_ev_per_a": 2.0, "homo_ev": -7.856, "lumo_ev": 1.00, "e_tot_ha": -352.943736, "spin_multiplicity": 1, "symbols": ["C", "C", "H", "H", "H", "H", "H", "N", "N", "N", "N", "N"], "coordinates": [[0.0540, -0.4627, -0.0244], [-1.8017, 0.7481, -0.0052], [2.7957, 0.0561, 0.8310], [2.7546, 0.1357, -0.8162], [0.1407, 1.6507, -0.0298], [-2.4773, 1.6089, 0.0769], [-1.1469, -2.2471, -0.0441], [2.1793, 0.2697, 0.0396], [1.2754, -0.8784, -0.0075], [-0.4627, 0.8266, -0.0504], [-2.2175, -0.4770, 0.0548], [-1.0938, -1.2306, -0.0246]], "nbo_charge": [0.52, 0.16, 0.35, 0.35, 0.45, 0.21, 0.42, -0.72, -0.46, -0.60, -0.27, -0.42]}